Record 1
ClH5OSi2 | the ωB97M-V functional and the def2-TZVPD basis

frontier orbital gap (spin up / spin down)	7.0 / 7.5	eV
total charge	0
expectation value of S²	2.0061
energy	-1117.2467	hartree
spin multiplicity	3
E_HOMO (spin up / spin down)	-6.29 / -11.31	eV
energy relative to the best compared isomer or geometry (same formula, charge and spin)	9.3	kcal per mole

XYZ file:
```
9
Properties=species:S:1:pos:R:3:forces:R:3
O -1.847640 -1.345475 -0.583281 -4.33 2.47 -3.04
Si 0.690294 1.651979 -0.207836 -0.03 1.71 -0.02
Si -0.697554 -1.975525 0.196052 5.57 -3.35 4.11
Cl -1.035589 1.485101 0.765939 -1.70 -0.27 0.72
H 0.759441 0.886777 -1.351791 -0.25 -1.12 -2.06
H 1.600874 0.945629 0.611154 1.28 0.14 0.98
H 0.671524 3.098846 -0.597032 0.69 -0.39 0.34
H 0.416841 -1.258063 0.928154 -0.82 -0.07 -0.64
H -0.558191 -3.489270 0.238640 -0.41 0.89 -0.39
```
Positions in Å, forces in eV/Å.

Record 2
ClH8LiO4 | the ωB97M-V functional and the def2-TZVPD basis

frontier orbital gap (spin up / spin down)	11.5 / 6.1	eV
total charge	+1
expectation value of S²	0.7523
energy	-773.2730	hartree
spin multiplicity	2
E_HOMO (spin up / spin down)	-14.89 / -14.85	eV

XYZ file:
```
14
Properties=species:S:1:pos:R:3:forces:R:3
Li 2.208830 -11.607450 -3.836980 -1.13 -0.16 0.40
Cl 4.476910 -11.485590 -4.453430 0.28 0.05 -0.10
O 0.734590 -10.191270 -3.547650 0.39 -0.31 -0.22
H 0.198390 -9.769650 -4.219180 -0.19 0.12 -0.27
H 0.662670 -9.615310 -2.786520 0.10 0.21 0.33
O 3.948880 -10.382140 -1.155010 -0.39 0.09 -0.17
H 4.139010 -11.029730 -1.833760 0.13 -0.34 0.06
H 4.783900 -9.938620 -1.005820 0.25 0.22 0.16
O 1.062090 -12.881960 -5.019160 0.40 0.39 0.28
H 0.611310 -12.510780 -5.777610 -0.21 0.14 -0.27
H 1.102620 -13.821060 -5.199960 0.07 -0.35 0.02
O 1.808380 -12.370050 -1.980820 0.33 -0.01 -0.50
H 1.660300 -13.305450 -1.841800 0.02 -0.34 0.05
H 1.256030 -11.940000 -1.327980 -0.07 0.29 0.22
```
Positions in Å, forces in eV/Å.